No. 1
C38H48ClIrN3O6P2Se as an isolated structure, computed with ωB97M-V/def2-TZVPD.

Positions of all 100 atoms, in Å:
Ir1 -1.12931 -0.53512 -0.17158
C1 -1.53461 -1.92232 3.11342
P1 -1.48731 -0.33692 2.18562
C2 -0.03441 0.53728 2.84462
N1 -0.01721 1.09018 4.05832
C3 1.01259 1.81448 4.50182
C4 1.01909 2.45058 5.74032
C5 2.10819 3.20768 6.14822
C6 3.22008 3.33298 5.33642
C7 3.25938 2.69648 4.10182
C8 2.18198 1.94728 3.65952
N2 2.15399 1.33098 2.46562
C9 1.10189 0.68498 2.04042
P2 1.12548 -0.01802 0.35822
C10 2.26149 1.00028 -0.64678
C11 2.31918 -1.47272 0.71632
C12 2.50489 -2.28172 -0.56378
C13 1.67118 -2.36022 1.77102
C14 3.67528 -0.98552 1.22002
C15 -2.98332 0.56478 2.91262
C16 -2.91442 0.59748 4.44162
C17 -4.24391 -0.18132 2.46542
C18 -3.00672 1.98748 2.35992
H1 -1.74471 -1.74472 4.16522
H2 -0.58881 -2.44242 3.01372
H3 -2.30471 -2.54952 2.67012
H4 0.15129 2.34498 6.37322
H5 2.07838 3.69558 7.10992
H6 4.06238 3.92768 5.64992
H7 4.12138 2.78278 3.45812
H8 2.91608 0.35448 -1.22468
H9 2.83769 1.61468 0.04162
H10 1.69219 1.64248 -1.31048
H11 1.54218 -2.50162 -1.01098
H12 2.99258 -3.22772 -0.33468
H13 3.12538 -1.76872 -1.29668
H14 0.71009 -2.71462 1.40412
H15 1.53679 -1.81272 2.70462
H16 2.29248 -3.23232 1.97042
H17 4.27388 -0.55242 0.42342
H18 4.22818 -1.83052 1.62672
H19 3.56599 -0.24362 2.00862
H20 -3.23211 -0.34892 4.87462
H21 -3.57642 1.37588 4.81752
H22 -1.90241 0.82698 4.77862
H23 -4.21221 -1.22882 2.76112
H24 -4.36511 -0.12012 1.38682
H25 -5.11602 0.27088 2.93432
H26 -2.07461 2.50508 2.58232
H27 -3.82651 2.55078 2.80442
H28 -3.14951 1.97578 1.28212
C19 0.04879 0.87478 -4.04918
C20 -1.03901 0.37408 -3.08658
C21 -2.14502 -0.34662 -3.87888
O1 -0.48091 -0.44122 -2.11858
H29 -0.37501 1.62978 -4.70698
H30 0.43799 0.05988 -4.65908
H31 0.86879 1.31318 -3.48438
H32 -1.50781 1.24818 -2.60958
H33 -1.73041 -1.20432 -4.40558
H34 -2.57001 0.34238 -4.60418
H35 -2.93511 -0.67792 -3.20898
O2 0.09719 2.17308 0.25942
C22 -0.99681 2.52928 -0.21338
O3 -1.91821 1.74808 -0.54828
C23 -1.24611 3.99998 -0.39778
C24 -0.35001 4.93148 0.11252
C25 -0.59051 6.28408 -0.04968
C26 -1.72871 6.70908 -0.71718
C27 -2.60941 5.77938 -1.24758
C28 -2.37292 4.42758 -1.08728
H36 0.52639 4.57958 0.63382
H37 0.10729 7.00718 0.34802
H38 -1.93301 7.76508 -0.82318
H39 -3.48792 6.10558 -1.78368
H40 -3.04782 3.68818 -1.49138
C29 1.40219 -5.85932 -4.78318
C30 1.80659 -4.43652 -4.58928
C31 2.99268 -3.94842 -5.10578
C32 3.35958 -2.62542 -4.90498
Cl1 4.85599 -2.05122 -5.54628
C33 2.54288 -1.77022 -4.18288
C34 1.36319 -2.24662 -3.64458
C35 0.97539 -3.57192 -3.84378
O4 -0.18301 -4.12142 -3.41168
C36 -0.98231 -3.52912 -2.46058
C37 -0.52921 -3.92872 -0.92678
O5 0.07729 -4.96902 -0.84698
O6 -0.89601 -3.09952 -0.09238
H41 2.23688 -6.44572 -5.15648
H42 0.57809 -5.92952 -5.49258
H43 1.05249 -6.27122 -3.83858
H44 3.64088 -4.60162 -5.67098
H45 2.82658 -0.74022 -4.03788
H46 0.75349 -1.57512 -3.06158
H47 -1.98471 -3.94772 -2.56958
H48 -0.99781 -2.43822 -2.47488
Se1 -5.35982 -2.62742 -1.01178
C38 -3.91351 -1.74492 -0.71288
N3 -2.93662 -1.11852 -0.53958

Summary:
**HOMO energy (spin up / spin down)**: -4.72 / -7.57 eV
**2S+1**: 6
**⟨S²⟩**: 8.82
**HOMO-LUMO gap (spin up / spin down)**: 4.73 / 3.34 eV
**Maximum force**: 2.47 eV Å⁻¹

---

No. 2
C38H48ClNO2Ru as an isolated structure, computed with ωB97M-V/def2-TZVPD.

Positions of all 91 atoms, in Å:
Ru1 -0.68844 0.51176 -0.60138
C1 -1.75187 1.40039 1.27532
C2 -1.54790 0.02141 1.47789
C3 -2.25777 -0.65399 0.39955
C4 -2.85991 0.37114 -0.40011
C5 -2.62520 1.62591 0.16568
C6 -3.35454 2.91886 -0.13213
C7 -2.45387 4.16240 -0.21099
C8 -4.19514 2.80357 -1.40147
C9 -4.29145 3.08534 1.08554
C10 -2.53059 -2.11822 0.07818
C11 -1.37493 -3.05122 0.43491
C12 -2.81388 -2.28369 -1.42697
C13 -3.80705 -2.50997 0.84371
C14 -0.77552 -0.51246 2.69515
C15 -0.34294 0.66535 3.58376
C16 -1.73161 -1.36423 3.54690
C17 0.49807 -1.32184 2.32801
H1 -1.40215 2.17041 1.94549
H2 -3.54408 0.18231 -1.20910
H3 -2.16926 4.37222 -1.24058
H4 -1.55123 4.07708 0.39923
H5 -3.00458 5.03585 0.14050
H6 -3.58738 2.54256 -2.27293
H7 -4.66745 3.76498 -1.60828
H8 -4.99025 2.06146 -1.29874
H9 -3.73692 3.37042 1.98386
H10 -4.85057 2.17030 1.29858
H11 -5.01109 3.87617 0.86844
H12 -0.44759 -2.74433 -0.05103
H13 -1.61419 -4.05728 0.08327
H14 -1.19181 -3.11919 1.50502
H15 -2.04641 -1.81887 -2.04707
H16 -3.78445 -1.87856 -1.71779
H17 -2.82639 -3.34679 -1.66794
H18 -3.68292 -2.44484 1.92416
H19 -4.07037 -3.54096 0.59545
H20 -4.64829 -1.87280 0.55813
H21 -1.19309 1.24624 3.95354
H22 0.35412 1.33251 3.07326
H23 0.17296 0.26201 4.45560
H24 -2.64177 -0.81277 3.79875
H25 -1.23194 -1.62295 4.48236
H26 -2.01956 -2.29231 3.05993
H27 0.75593 -1.28688 1.27330
H28 0.38941 -2.37196 2.60351
H29 1.35242 -0.92262 2.87734
Cl1 3.96774 4.06554 -2.74599
C18 2.53445 3.15243 -2.74406
C19 2.54430 1.87490 -3.34394
C20 1.42177 1.10901 -3.30663
C21 0.21831 1.61774 -2.73795
C22 -0.96033 0.83040 -2.70626
C23 0.23720 2.91863 -2.17677
C24 1.38851 3.67381 -2.15829
H30 3.44997 1.52566 -3.82440
H31 1.41835 0.11683 -3.74260
H32 -0.92367 -0.13496 -3.20518
H33 -1.91329 1.33289 -2.79869
H34 -0.67519 3.32122 -1.77609
H35 1.40873 4.66436 -1.72433
C25 4.08907 -2.93740 1.91125
O1 3.63824 -2.21456 0.75517
C26 2.82988 -2.86521 -0.10715
C27 2.09236 -4.00045 0.20999
C28 1.34062 -4.63895 -0.76772
C29 1.30806 -4.15779 -2.06911
C30 2.05525 -3.03627 -2.38913
C31 2.79850 -2.39327 -1.41621
N1 3.72387 -1.37681 -1.83866
C32 4.15304 -0.26562 -1.29385
C33 3.64324 0.63988 -0.32999
C34 4.64643 1.49416 0.21063
C35 4.36231 2.45597 1.13145
C36 3.01985 2.62996 1.50028
C37 2.01853 1.86539 0.95200
C38 2.28083 0.83815 0.02788
O2 1.32740 0.15919 -0.58794
H36 4.87280 -2.33448 2.35625
H37 4.48900 -3.90912 1.62281
H38 3.27875 -3.06618 2.62613
H39 2.12865 -4.40370 1.21389
H40 0.78831 -5.53410 -0.50808
H41 0.73795 -4.66792 -2.83336
H42 2.09249 -2.67551 -3.41300
H43 4.28516 -1.68031 -2.62269
H44 5.10997 0.03263 -1.71574
H45 5.67318 1.34589 -0.10921
H46 5.14207 3.07746 1.54878
H47 2.76050 3.40639 2.21159
H48 0.99027 2.06222 1.20707

Summary:
**HOMO energy (spin up / spin down)**: -13.58 / -13.52 eV
**Net charge**: +2
**2S+1**: 1
**Energy relative to the best compared isomer or geometry (same formula, charge and spin)**: 0.000 eV
**HOMO-LUMO gap (spin up / spin down)**: 5.74 / 6.19 eV
**Maximum force**: 1.38 eV Å⁻¹

---

The following molecular weight values (in g mol⁻¹) correspond, in order, to the records above: 1011.39; 687.33.